Entry from the OMol25 dataset: C8H10O3S in the gas phase (ωB97M-V with the def2-TZVPD basis set).

ORCA input file:
```
! RIJCOSX wB97M-V def2-TZVPD def2/J DEFGRID3
* xyz 0 3
C 0.31507 -1.83181 -0.32418
C -1.69102 -0.17685 0.45831
C 0.24579 1.74968 0.86989
C -0.38444 -0.93543 0.71020
C 0.26173 0.78126 -1.03993
C 1.15334 1.83038 -0.37940
C 1.45918 -1.03612 -0.93572
C -0.46144 0.56119 0.19021
O 3.96346 -0.50996 -0.35070
O 2.35085 -0.49836 1.53182
O 2.47262 1.36460 -0.16357
S 2.66346 -0.22406 0.16624
H 0.79801 -2.63181 0.11279
H -0.09842 -2.03062 -1.25150
H -2.16848 -0.48185 -0.53503
H -2.26673 -0.01200 1.24164
H 0.81998 1.29581 1.68674
H -0.48666 2.50658 1.12975
H 0.09544 -1.04121 1.58220
H -0.30834 0.73671 -1.89791
H 1.23673 2.88346 -0.67191
H 1.92675 -1.22416 -1.89886
*
```

E_HOMO (spin up / spin down) = -6.29 / -9.89 eV
Gap between HOMO and LUMO (spin up / spin down) = 0.2589 / 0.2776 hartree
ΔE to the lowest compared entry with this formula, charge and spin = 159.35 kJ/mol

Entry from the OMol25 dataset: C8H15N3 in the gas phase (ωB97M-V with the def2-TZVPD basis set).

ORCA input file:
```
! RIJCOSX wB97M-V def2-TZVPD def2/J DEFGRID3
* xyz 0 1
C 1.61827 2.41327 0.39432
C 0.68586 1.42759 -0.18074
C 0.85022 1.19544 -1.68132
C -0.34706 0.52541 -2.31998
C -1.01022 -0.38251 -1.68286
C -0.29780 -0.99908 -0.48337
C 0.66786 0.00972 0.61376
N -0.08616 0.08464 1.71165
N -1.45211 -0.38993 1.27986
N -1.35895 -1.49420 0.43741
C -1.21219 -2.76877 1.15725
H 1.79160 3.43357 -0.16073
H 2.69543 1.96518 0.66423
H 1.18473 2.71155 1.33595
H -0.32497 1.84325 -0.11581
H 1.78644 0.68920 -1.84949
H 0.74853 2.17702 -2.22251
H -0.61244 1.02212 -3.25191
H -1.91254 -0.96018 -1.88085
H 0.41947 -1.58157 -0.93364
H 1.65170 -0.40033 0.60901
H 0.27415 -0.56790 2.44907
H -2.02295 -0.67395 2.05864
H -2.00762 -2.76120 1.88266
H -1.43898 -3.61681 0.41179
H -0.29028 -2.90152 1.75761
*
```

E_HOMO = -8.17 eV
Gap between HOMO and LUMO = 0.3313 hartree
SMILES string = C[C@H]1CC=C[C@H]2[C@@H]1NNN2C
ΔE to the lowest compared entry with this formula, charge and spin = 479.05 kJ/mol

Entry from the OMol25 dataset: a molecular structure, C19H28BiF8N7O2PS2Te (ωB97M-V with the def2-TZVPD basis set).

ORCA input file:
```
! RIJCOSX wB97M-V def2-TZVPD def2/J DEFGRID3
* xyz 1 1
Bi -0.88346 -0.47986 0.67177
F 2.54237 -1.63972 5.07065
C 1.38177 -2.19040 5.47222
F 1.41960 -2.24299 6.81375
F 1.35705 -3.45136 5.02583
C 0.19474 -1.39296 4.99324
C -0.68448 -0.84372 5.90661
C -1.77288 -0.09894 5.46707
C -1.92499 0.07626 4.10936
N -1.07223 -0.44702 3.22601
C -0.03145 -1.19268 3.62169
S 0.94888 -1.85457 2.33209
H -0.51898 -0.99955 6.96351
H -2.47779 0.33214 6.16217
H -2.74448 0.65002 3.69233
C 2.92170 -3.26946 -2.77176
N 1.75084 -2.61494 -3.35885
C 2.18788 -1.39306 -4.03309
N 2.92845 -0.47393 -3.17077
C 4.06246 -1.19321 -2.59023
N 3.68649 -2.40605 -1.87013
C 2.94345 -2.10521 -0.64891
P 1.37020 -1.19877 -1.02026
C 0.73822 -2.33087 -2.34445
C 2.07347 0.10036 -2.13816
H 3.58101 -3.57365 -3.58602
H 2.60261 -4.16179 -2.23143
H 1.31626 -0.87730 -4.44130
H 2.83983 -1.67938 -4.85995
H 4.60197 -0.52628 -1.91495
H 4.73318 -1.47751 -3.40261
H 3.56417 -1.49438 0.01153
H 2.71485 -3.02983 -0.11410
H -0.13137 -1.86510 -2.81602
H 0.40401 -3.26721 -1.89052
H 2.65042 0.81328 -1.54278
H 1.24076 0.64551 -2.58405
C -1.51719 4.51653 1.58795
N -0.36468 3.61266 1.56470
C 0.91416 4.04547 1.70889
C 1.96571 3.19785 1.71350
C 1.69442 1.80622 1.55113
N 0.43942 1.40811 1.34003
C -0.60735 2.27038 1.39263
O -1.75055 1.82274 1.27775
N 2.65117 0.88637 1.60681
H -1.15279 5.53821 1.64060
H -2.14189 4.29959 2.45160
H -2.10777 4.37396 0.68630
H 1.03642 5.11215 1.83549
H 2.97179 3.55925 1.85668
H 3.58318 1.16014 1.86792
H 2.36172 -0.08085 1.76700
F -5.53450 0.87451 -2.29343
Te -4.41431 0.01930 -1.05070
F -0.89570 0.68487 -1.17396
F -5.17532 -1.55323 -1.72515
F -5.78899 0.22485 0.15582
F -3.79839 1.75502 -0.73325
O -3.24929 -0.81117 0.03145
C -4.00519 -0.60850 -4.36947
S -2.85923 -0.14350 -3.05764
C -2.58326 1.59375 -3.44011
H -3.43732 -0.59894 -5.29839
H -4.84090 0.08227 -4.41225
H -4.35488 -1.61522 -4.15817
H -3.53641 2.11407 -3.47761
H -2.07624 1.63238 -4.40289
H -1.94032 1.97488 -2.65270
*
```

E_HOMO = -10.83 eV
Gap between HOMO and LUMO = 0.2606 hartree
ΔE to the lowest compared entry with this formula, charge and spin = 18.45 kJ/mol

Entry from the OMol25 dataset: C11H18N2O in the gas phase (ωB97M-V with the def2-TZVPD basis set).

ORCA input file:
```
! RIJCOSX wB97M-V def2-TZVPD def2/J DEFGRID3
* xyz 0 1
C 2.93424 2.92188 0.89086
O 2.59209 1.75767 0.07310
C 1.91302 0.80800 0.75705
N 1.99788 0.78279 2.11107
C 1.43918 -0.31934 2.68630
C 0.80787 -1.27669 1.99608
N 0.74016 -1.27068 0.68227
C 1.16107 -0.20031 0.02357
C 0.85002 -0.00887 -1.43418
C -0.05023 -1.14195 -1.91947
C -1.53998 -0.75701 -2.09467
C -2.31110 -0.53746 -0.76826
C -1.82915 0.76788 0.01738
C -2.46279 -1.75429 0.12877
H 3.51221 3.56909 0.25016
H 1.95809 3.43329 1.19214
H 3.49032 2.64428 1.74155
H 1.41119 -0.26269 3.78359
H 0.41772 -2.20335 2.44188
H 1.75041 0.05336 -2.01118
H 0.53508 1.00904 -1.72682
H 0.03280 -2.02579 -1.35273
H 0.25955 -1.40646 -2.92621
H -1.99205 -1.57962 -2.65148
H -1.60661 0.18121 -2.70848
H -3.33486 -0.28855 -1.02984
H -2.41948 1.05638 0.92783
H -1.72373 1.58006 -0.71019
H -0.81354 0.64367 0.34508
H -1.64675 -2.17699 0.66965
H -2.96113 -2.55035 -0.36397
H -3.11150 -1.44820 0.97916
*
```

E_HOMO = -8.89 eV
Gap between HOMO and LUMO = 0.3536 hartree
SMILES string = COc1nccnc1CCCC(C)C
ΔE to the lowest compared entry with this formula, charge and spin = 126.80 kJ/mol

Entry from the OMol25 dataset: C6H12N2 in the gas phase (ωB97M-V with the def2-TZVPD basis set).

ORCA input file:
```
! RIJCOSX wB97M-V def2-TZVPD def2/J DEFGRID3
* xyz 0 1
C 2.95370 -0.15304 -0.25709
C 1.69819 0.24044 0.57403
C 0.33830 -0.58247 0.68262
C -0.49139 -1.30886 -0.41891
C -1.54310 -0.03427 -0.48212
N -2.51718 -0.25585 0.51659
C -0.74274 1.35929 -0.12516
N 0.59472 0.58235 -0.31595
H 3.27736 -1.10607 0.33807
H 2.52420 -0.15328 -1.31701
H 3.79269 0.55145 -0.13386
H 1.79944 0.46855 1.73752
H -0.48334 -0.36518 1.54275
H 0.38066 -1.63536 -1.12902
H -1.35019 -2.03802 -0.00422
H -2.00538 0.48897 -1.52286
H -2.62897 0.81916 0.62677
H -3.43225 -0.71346 -0.22167
H -1.07086 2.14755 -1.03370
H -1.09388 1.68809 0.94321
*
```

E_HOMO = -8.71 eV
Gap between HOMO and LUMO = 0.3545 hartree
SMILES string = C[C@@H]1[C@@H]2C[C@@H](N)CN12
ΔE to the lowest compared entry with this formula, charge and spin = 839.79 kJ/mol

Entry from the OMol25 dataset: 3 unconnected molecules or ions with the total composition C4H15NO2 (ωB97M-V with the def2-TZVPD basis set).

ORCA input file:
```
! RIJCOSX wB97M-V def2-TZVPD def2/J DEFGRID3
* xyz 0 1
C 1.21444 -0.99778 1.28404
C -0.22951 -1.13558 0.83444
N -0.36354 -1.45773 -0.60099
C -1.78760 -1.59404 -0.90155
C 0.26623 -0.41657 -1.42919
H 1.60457 -0.00807 1.03226
H 1.30075 -1.06810 2.36980
H 1.84359 -1.77333 0.86130
H -0.87955 -0.33766 1.21058
H -0.62578 -2.04229 1.31195
H -1.92043 -2.03955 -1.88979
H -2.28555 -0.62314 -0.83280
H -2.17875 -2.36065 -0.23309
H -0.41999 0.23586 -1.96844
H 1.04745 0.12968 -0.91754
H 0.81141 -0.96603 -2.21328
O -0.04315 2.80681 -1.04931
H -0.17946 3.53563 -0.43538
H 0.49140 2.90584 -1.84465
O 0.70650 2.80447 1.77147
H 0.06648 2.08386 1.75227
H 1.56050 2.31838 1.88789
*
```

E_HOMO = -8.49 eV
Gap between HOMO and LUMO = 0.3403 hartree
SMILES string = CCN(C)C.O.O
ΔE to the lowest compared entry with this formula, charge and spin = 166.88 kJ/mol

Entry from the OMol25 dataset: C2N4O2 in the gas phase (ωB97M-V with the def2-TZVPD basis set).

ORCA input file:
```
! RIJCOSX wB97M-V def2-TZVPD def2/J DEFGRID3
* xyz 0 1
N 2.01754 0.06613 -0.01394
N 1.30319 1.10449 -0.04944
C 0.01280 0.69157 0.11500
O -1.25737 1.12493 -0.02471
N -2.04852 -0.08810 -0.02012
N -1.27725 -1.10794 -0.01822
C 0.00285 -0.69784 0.01755
O 1.24677 -1.09324 -0.00612
*
```

E_HOMO = -10.89 eV
Gap between HOMO and LUMO = 0.3598 hartree
SMILES string = n1nc2onnc2o1
ΔE to the lowest compared entry with this formula, charge and spin = 62.49 kJ/mol

Entry from the OMol25 dataset: 3 unconnected molecules or ions with the total composition C3H13NO4 (ωB97M-V with the def2-TZVPD basis set).

ORCA input file:
```
! RIJCOSX wB97M-V def2-TZVPD def2/J DEFGRID3
* xyz 0 1
N -1.91682 2.25944 1.39436
C -0.63529 1.65411 1.12347
C -0.59294 0.84148 -0.16242
O -1.81187 0.15343 -0.45098
C 0.49040 2.73406 1.11753
O 1.61674 2.21896 1.80218
H -2.41666 2.72445 0.65816
H -2.53558 1.76989 2.02454
H -0.34396 1.02541 1.96043
H 0.09997 0.01538 -0.07444
H -0.29346 1.41408 -1.04605
H -2.59472 0.70657 -0.34188
H 0.05903 3.59605 1.60158
H 0.75163 2.95546 0.07316
H 2.27361 2.91492 1.93847
O -0.77707 -3.58667 -0.52885
H -0.94090 -2.71896 -0.13829
H -1.50574 -4.01261 -0.98865
O 3.49025 -5.89124 -3.29658
H 3.54808 -5.28465 -4.05295
H 4.03532 -5.48956 -2.61277
*
```

E_HOMO = -9.47 eV
Gap between HOMO and LUMO = 0.3735 hartree
SMILES string = NC(CO)CO.O.O
ΔE to the lowest compared entry with this formula, charge and spin = 224.27 kJ/mol

What is the ΔE to the lowest compared entry with this formula, charge and spin in the third record?
18.45 kJ/mol

Repeat the seventh record exactly.
Entry from the OMol25 dataset: C2N4O2 in the gas phase (ωB97M-V with the def2-TZVPD basis set).

ORCA input file:
```
! RIJCOSX wB97M-V def2-TZVPD def2/J DEFGRID3
* xyz 0 1
N 2.01754 0.06613 -0.01394
N 1.30319 1.10449 -0.04944
C 0.01280 0.69157 0.11500
O -1.25737 1.12493 -0.02471
N -2.04852 -0.08810 -0.02012
N -1.27725 -1.10794 -0.01822
C 0.00285 -0.69784 0.01755
O 1.24677 -1.09324 -0.00612
*
```

E_HOMO = -10.89 eV
Gap between HOMO and LUMO = 0.3598 hartree
SMILES string = n1nc2onnc2o1
ΔE to the lowest compared entry with this formula, charge and spin = 62.49 kJ/mol

The highest ΔE to the lowest compared entry with this formula, charge and spin belongs to which entry?
C6H12N2

Which value of ΔE to the lowest compared entry with this formula, charge and spin does entry 6 give?
166.88 kJ/mol